1.
The following is a quantum chemistry calculation of a structure of composition C15H68BNO30, from the OMol25 dataset.

For the total energy, the calculation gives -80244.9001 eV. The gap between HOMO and LUMO comes out at 9.33 eV. The LUMO energy is -0.488 eV. The value obtained for the energy relative to the best compared isomer or geometry (same formula, charge and spin) is 29.7 kcal/mol. For the highest occupied orbital energy, the calculation gives -9.819 eV. The multiplicity is 1.

Each line ends with the Mulliken charge.
Element x y z (Å)
C  -0.481  4.348  0.478  -0.63
C  -1.728  3.497  0.751  -0.57
C  -1.386  1.989  0.897  0.25
C  -1.487  1.234  -0.421  -0.66
N  -1.285  -0.254  -0.281  1.01
C  -1.742  -0.967  -1.569  -1.48
C  -2.092  -2.413  -1.174  -0.44
C  -2.489  -2.304  0.333  0.36
C  -2.268  -0.781  0.756  -0.69
C  0.200  -0.592  0.138  -0.34
C  1.350  -0.316  -0.852  2.14
C  2.632  -0.836  -0.284  -1.20
H  0.185  4.245  1.250  0.22
H  -0.847  5.299  0.155  0.40
H  0.016  4.026  -0.511  -0.06
H  -2.608  3.752  0.068  -0.03
H  -2.091  3.691  1.769  0.22
H  -2.333  1.671  1.578  -0.28
H  -0.587  1.926  1.479  0.53
H  -0.873  1.747  -1.282  -0.17
H  -2.398  1.226  -0.964  0.94
H  -1.195  -0.962  -2.376  1.20
H  -2.859  -0.462  -1.877  0.36
H  -1.169  -3.058  -1.310  -0.36
H  -2.813  -2.973  -1.554  0.95
H  -2.066  -3.069  1.026  0.19
H  -3.530  -2.528  0.351  -0.44
H  -2.074  -0.883  1.686  -0.11
H  -3.215  -0.219  0.614  0.56
H  0.325  -1.663  0.541  0.20
H  0.397  0.158  1.135  -0.08
H  1.322  0.783  -1.169  -0.84
H  1.159  -0.757  -1.971  -0.68
H  2.665  -1.745  -0.270  1.13
H  2.671  -0.572  0.766  0.65
H  3.673  -0.564  -0.845  -1.06
O  -0.288  -4.020  -3.491  -0.71
C  0.955  -3.995  -3.225  0.79
O  1.791  -3.463  -4.032  -0.55
B  3.128  -3.470  -3.403  0.75
O  2.826  -3.999  -2.001  -0.31
C  1.582  -4.413  -2.063  0.25
O  0.987  -4.524  -1.038  -0.62
O  3.781  -2.147  -3.385  0.32
C  4.857  -2.276  -4.099  0.80
O  5.584  -1.367  -4.364  -0.64
C  4.905  -3.525  -4.597  0.17
O  4.007  -4.359  -4.205  -0.57
O  5.588  -3.757  -5.612  -0.62
O  0.203  2.818  -3.291  -0.61
H  0.874  2.635  -3.994  0.29
H  0.940  3.263  -2.747  0.30
O  2.538  0.408  -4.323  -0.68
H  2.313  1.318  -4.524  0.19
H  3.224  0.010  -4.985  0.31
O  2.208  3.619  -1.480  -0.55
H  2.901  3.110  -1.636  0.29
H  2.608  4.485  -1.629  0.22
O  -0.777  8.071  1.825  -0.63
H  -0.233  7.774  1.033  0.32
H  -1.564  8.141  1.244  0.32
O  -3.379  -5.589  1.712  -0.57
H  -2.705  -5.762  1.094  0.35
H  -4.204  -6.239  1.345  0.34
O  -4.203  4.747  3.525  -0.62
H  -4.949  5.327  3.950  0.31
H  -3.466  5.380  3.362  0.31
O  -3.256  -3.666  3.932  -0.59
H  -4.159  -4.037  3.712  0.32
H  -3.122  -3.434  3.066  0.19
O  1.097  2.485  3.547  -0.65
H  0.637  3.406  3.881  0.32
H  0.472  1.793  3.802  0.29
O  -0.044  -2.232  3.277  -0.68
H  -0.374  -3.061  3.656  0.23
H  0.996  -2.194  3.149  0.40
O  -0.697  0.330  4.161  -0.62
H  -1.612  0.154  4.331  0.37
H  -0.503  -0.500  3.898  0.29
O  5.307  1.233  -0.033  -0.49
H  5.340  1.743  0.743  0.27
H  4.805  1.579  -0.656  0.25
O  -5.898  -3.427  0.907  -0.66
H  -6.236  -2.865  0.069  0.38
H  -5.184  -3.782  0.494  0.21
O  2.767  2.511  1.304  -0.46
H  2.039  2.706  2.077  0.21
H  2.577  2.925  0.466  0.34
O  -5.225  3.007  -1.267  -0.63
H  -5.031  3.617  -0.452  0.33
H  -4.770  3.325  -1.956  0.29
O  2.648  5.627  3.118  -0.53
H  2.753  6.510  3.363  0.27
H  1.737  5.617  3.049  0.27
O  4.145  1.849  -2.573  -0.74
H  3.665  1.180  -3.058  0.33
H  4.517  2.100  -3.493  0.39
O  6.497  -1.334  -0.801  -0.65
H  5.670  -0.671  -0.844  0.31
H  7.173  -0.681  -1.157  0.32
O  2.868  -2.434  3.129  -0.63
H  2.644  -2.949  2.267  0.35
H  3.331  -3.049  3.637  0.27
O  -5.272  -1.066  2.733  -0.55
H  -6.139  -0.830  2.919  0.24
H  -5.444  -1.816  2.062  0.29
O  -3.593  0.477  4.356  -0.63
H  -4.039  0.254  5.126  0.22
H  -3.907  -0.097  3.553  0.44
O  -0.002  -0.597  -4.854  -0.62
H  -0.044  -1.446  -5.180  0.41
H  0.839  -0.649  -4.516  0.14
O  -1.090  -5.989  0.006  -0.65
H  -1.592  -5.885  -0.860  0.29
H  -0.248  -5.603  -0.118  0.42

2.
The following is a quantum chemistry calculation of a cluster of 26 separate species, C15H73Br2NO28P in total, from the OMol25 dataset.

For the total energy, the calculation gives -224925.4723 eV. The gap between HOMO and LUMO comes out at 6.74 eV. The LUMO energy is -4.764 eV. For the highest occupied orbital energy, the calculation gives -11.504 eV. The multiplicity is 1. As for the net charge: +1.

Each line ends with the Mulliken charge.
Element x y z (Å)
C  1.191  -1.663  -1.556  -0.35
C  0.209  -0.994  -2.665  0.61
C  1.048  -0.026  -3.615  -0.26
C  0.347  1.363  -3.973  -1.51
C  -0.341  2.087  -2.786  0.19
C  -1.828  2.201  -2.633  0.21
C  -2.825  1.553  -3.648  0.53
C  -3.973  2.557  -4.137  -1.55
C  -3.421  0.142  -3.207  0.11
C  -4.410  0.200  -1.987  0.29
C  -5.133  -1.199  -1.809  -1.26
C  -2.271  2.950  -1.431  0.85
C  -3.762  3.196  -1.056  -0.11
O  -4.346  2.601  -0.184  -0.56
O  -4.455  4.190  -1.710  -0.44
C  -1.315  3.574  -0.480  -0.14
C  0.085  3.390  -0.752  -0.24
P  1.319  4.211  0.454  0.22
O  0.965  3.755  2.021  -0.42
Br  0.989  6.459  0.295  -0.21
N  0.521  2.670  -1.863  0.00
Br  2.397  2.541  -2.042  0.30
H  0.718  -1.476  -0.559  0.42
H  2.231  -1.210  -1.570  -0.03
H  1.341  -2.774  -1.743  -0.16
H  -0.149  -1.868  -3.279  -0.02
H  -0.702  -0.539  -2.211  -0.12
H  1.155  -0.566  -4.600  0.42
H  2.131  0.143  -3.265  -0.12
H  1.161  2.021  -4.397  0.55
H  -0.335  1.163  -4.836  0.44
H  -2.250  1.335  -4.594  0.23
H  -4.242  2.294  -5.196  0.46
H  -4.838  2.489  -3.441  0.27
H  -3.536  3.594  -4.068  0.40
H  -4.031  -0.203  -4.095  0.53
H  -2.639  -0.647  -3.061  -0.57
H  -3.794  0.347  -1.053  0.19
H  -5.216  0.965  -2.082  0.08
H  -4.405  -2.049  -1.723  -0.05
H  -5.798  -1.436  -2.682  0.39
H  -5.775  -1.181  -0.891  0.40
H  -5.282  4.376  -1.215  0.43
H  -1.711  4.152  0.391  0.55
H  0.065  3.356  2.078  0.36
O  -6.400  -3.560  -0.173  -0.57
H  -6.294  -3.897  0.723  0.27
H  -6.632  -4.342  -0.690  0.32
O  -4.628  -4.998  -1.975  -0.64
H  -4.017  -5.141  -1.245  0.37
H  -4.645  -4.040  -2.072  0.31
O  3.148  1.701  2.578  -0.49
H  3.888  2.196  2.202  0.26
H  2.380  2.245  2.371  0.27
O  -0.555  0.967  2.993  -0.56
H  0.298  1.156  3.400  0.20
H  -1.063  0.553  3.702  0.34
O  3.732  -1.105  -2.898  -0.61
H  4.410  -1.489  -3.470  0.25
H  4.145  -0.301  -2.559  0.23
O  1.032  -0.895  4.831  -0.61
H  1.699  -0.336  4.414  0.32
H  1.381  -1.051  5.715  0.30
O  2.009  -4.435  -3.284  -0.54
H  2.886  -4.069  -3.116  0.24
H  2.169  -5.145  -3.919  0.28
O  1.786  1.396  6.133  -0.61
H  2.302  1.993  5.572  0.30
H  0.880  1.508  5.825  0.33
O  5.447  -2.836  -1.494  -0.54
H  4.597  -2.487  -1.202  0.29
H  6.073  -2.514  -0.830  0.31
O  -2.334  -3.162  -2.669  -0.59
H  -1.480  -3.335  -2.257  0.22
H  -2.108  -2.834  -3.546  0.28
O  -5.607  0.838  2.477  -0.65
H  -4.728  0.684  2.841  0.29
H  -5.436  1.170  1.588  0.37
O  2.715  4.072  6.619  -0.62
H  3.574  4.259  7.021  0.34
H  2.210  3.662  7.331  0.29
O  5.015  3.513  4.723  -0.64
H  4.165  3.874  5.003  0.29
H  5.629  3.819  5.406  0.36
O  6.512  4.852  6.957  -0.60
H  7.138  4.705  7.675  0.29
H  6.467  5.813  6.877  0.29
O  -2.503  -5.451  0.214  -0.59
H  -1.644  -5.260  0.609  0.24
H  -3.013  -5.854  0.934  0.37
O  6.895  -1.678  0.915  -0.64
H  6.954  -1.744  1.876  0.31
H  6.830  -0.731  0.750  0.30
O  -1.173  -5.037  -4.325  -0.66
H  -0.320  -4.866  -3.907  0.29
H  -1.707  -5.426  -3.620  0.35
O  -3.422  -6.347  2.716  -0.65
H  -2.567  -6.161  3.120  0.30
H  -3.935  -6.750  3.425  0.29
O  3.705  2.195  8.668  -0.63
H  3.376  1.587  9.339  0.30
H  3.231  1.934  7.866  0.31
O  6.725  -5.836  -1.998  -0.63
H  7.372  -5.966  -1.296  0.31
H  6.663  -4.876  -2.085  0.31
O  7.348  1.508  5.100  -0.64
H  8.090  1.993  4.720  0.31
H  6.581  2.064  4.909  0.34
O  -6.883  3.595  0.480  -0.67
H  -7.532  3.099  -0.034  0.33
H  -6.038  3.172  0.270  0.35
O  0.529  -4.517  0.372  -0.60
H  1.205  -4.909  -0.194  0.29
H  0.943  -3.716  0.714  0.30
O  -5.449  1.358  -6.419  -0.64
H  -5.787  1.998  -7.058  0.29
H  -5.222  0.589  -6.957  0.31
O  4.521  2.857  0.409  -0.47
H  3.995  2.913  -0.396  0.06
H  5.381  3.221  0.164  0.26

3.
The following is a quantum chemistry calculation of a cluster of 30 separate species, C15H77BF11N2O32S in total, from the OMol25 dataset.

For the total energy, the calculation gives -126686.0673 eV. The gap between HOMO and LUMO comes out at 6.72 eV. The LUMO energy is -5.010 eV. For the highest occupied orbital energy, the calculation gives -11.727 eV. The multiplicity is 1. As for the net charge: +1.

Each line ends with the Mulliken charge.
Element x y z (Å)
C  -5.443  1.055  1.399  -0.72
C  -4.479  0.843  2.430  -0.03
C  -3.027  0.841  3.257  -0.10
C  -1.783  0.339  2.254  -0.83
C  -0.938  -0.850  2.977  0.30
C  -1.609  -2.364  2.839  0.00
C  -3.057  -2.535  3.575  -0.71
F  -1.669  -2.870  1.450  -0.35
C  0.569  -0.986  2.353  -1.32
C  0.802  -0.084  0.963  0.11
B  0.339  -0.844  -0.407  0.86
C  -1.159  -0.919  -1.074  -0.58
O  1.408  -1.611  -1.142  -0.80
C  0.265  1.450  1.169  -1.15
N  1.329  2.095  2.091  -0.59
S  0.388  2.526  -0.405  1.32
O  0.170  4.028  0.042  -0.62
O  -0.755  2.246  -1.422  -0.51
C  2.111  2.556  -1.165  0.40
F  2.857  1.288  -1.105  -0.24
F  2.895  3.530  -0.315  -0.21
C  2.172  3.186  -2.688  0.57
F  3.399  4.038  -2.747  -0.24
F  1.032  4.170  -2.831  -0.28
C  2.003  2.120  -3.902  0.48
F  1.724  2.928  -5.148  -0.30
F  0.795  1.229  -3.758  -0.21
C  3.258  1.146  -4.234  0.68
F  3.244  0.899  -5.724  -0.21
F  2.958  -0.207  -3.632  -0.23
F  4.575  1.545  -3.709  -0.21
N  -1.031  1.599  1.915  0.82
F  -1.963  2.408  1.293  0.07
H  -6.241  1.520  0.642  0.34
H  -3.144  0.173  4.210  0.42
H  -2.868  1.948  3.645  0.46
H  -2.350  -0.157  1.329  0.18
H  -0.842  -0.597  4.136  0.63
H  -0.852  -3.083  3.418  0.33
H  -3.038  -2.426  4.740  0.17
H  -3.429  -3.643  3.345  0.20
H  -3.863  -1.831  3.048  -0.01
H  0.896  -2.087  2.103  0.44
H  1.350  -0.577  3.140  0.26
H  1.993  0.001  0.912  0.24
H  -0.998  -0.818  -2.253  0.21
H  -1.875  -0.023  -0.791  0.17
H  -1.697  -1.977  -0.947  0.25
H  2.308  -1.207  -0.962  0.24
H  2.276  2.028  1.660  0.46
H  1.277  1.642  3.030  0.46
H  -0.850  2.091  2.842  0.43
O  -0.615  -2.893  -3.036  -0.45
H  0.184  -2.713  -2.519  0.08
H  -0.690  -3.859  -3.022  0.25
O  -6.618  -1.059  3.186  -0.59
H  -7.118  -0.938  2.365  0.26
H  -7.073  -0.488  3.823  0.32
O  2.277  -2.525  -5.793  -0.51
H  2.575  -1.606  -5.868  0.20
H  2.028  -2.615  -4.861  0.30
O  0.020  -5.880  -3.113  -0.57
H  0.776  -6.173  -3.644  0.27
H  0.046  -6.453  -2.332  0.32
O  1.960  6.830  -0.241  -0.64
H  2.157  6.926  -1.185  0.31
H  1.459  6.003  -0.189  0.31
O  0.113  -5.199  -6.117  -0.62
H  -0.745  -4.886  -5.794  0.31
H  0.719  -4.471  -5.914  0.30
O  4.090  -4.395  -4.942  -0.61
H  3.861  -3.621  -5.478  0.35
H  5.057  -4.429  -4.982  0.30
O  2.168  -1.186  -8.615  -0.63
H  1.960  -1.567  -7.748  0.28
H  1.305  -0.929  -8.971  0.30
O  -4.455  3.498  0.650  -0.55
H  -4.685  4.272  0.113  0.27
H  -3.488  3.463  0.609  0.27
O  -3.133  -3.037  -4.549  -0.63
H  -2.333  -2.857  -4.033  0.42
H  -3.208  -4.003  -4.536  0.28
O  6.032  3.320  -0.884  -0.65
H  6.558  2.668  -1.371  0.31
H  5.149  3.249  -1.278  0.31
O  -5.486  -2.605  5.796  -0.60
H  -5.835  -1.894  5.238  0.27
H  -6.157  -3.301  5.734  0.33
O  -1.809  -7.668  -2.642  -0.65
H  -1.914  -8.501  -3.127  0.32
H  -1.696  -7.005  -3.340  0.33
O  -6.181  4.307  2.824  -0.66
H  -5.424  4.014  2.294  0.35
H  -6.155  3.734  3.605  0.31
O  -3.482  -5.730  2.690  -0.63
H  -3.285  -5.634  1.746  0.32
H  -3.983  -6.557  2.741  0.28
O  -0.104  2.729  4.558  -0.50
H  0.194  3.648  4.483  0.26
H  -0.354  2.639  5.490  0.25
O  5.115  -0.852  -7.931  -0.59
H  5.642  -1.504  -8.417  0.24
H  4.233  -0.923  -8.324  0.36
O  3.687  1.711  3.855  -0.77
H  3.458  2.485  3.319  0.29
H  4.654  1.677  3.815  0.38
O  -1.322  5.863  -4.223  -0.61
H  -0.565  5.570  -4.753  0.32
H  -1.296  5.290  -3.442  0.31
O  1.005  5.704  4.347  -0.63
H  0.776  6.478  3.811  0.31
H  1.973  5.669  4.307  0.29
O  6.451  -4.029  -6.936  -0.59
H  6.222  -3.255  -7.473  0.34
H  7.418  -4.063  -6.977  0.28
O  4.623  -1.174  2.774  -0.60
H  4.180  -1.957  3.136  0.34
H  4.098  -0.432  3.109  0.27
O  -4.772  6.555  4.533  -0.66
H  -5.114  5.776  4.071  0.39
H  -4.935  7.284  3.916  0.30
O  5.368  2.601  6.348  -0.62
H  5.828  1.751  6.416  0.32
H  4.636  2.424  5.740  0.36
O  -0.637  -7.301  2.957  -0.63
H  -0.845  -7.682  3.823  0.31
H  -1.500  -7.044  2.601  0.34
O  -2.575  -4.170  6.260  -0.61
H  -2.784  -4.551  7.127  0.29
H  -3.439  -3.913  5.904  0.34
O  -6.459  4.646  6.101  -0.63
H  -7.317  4.958  6.424  0.31
H  -5.853  5.374  6.305  0.33
O  5.069  -3.446  -9.266  -0.61
H  4.107  -3.552  -9.222  0.30
H  5.391  -4.327  -9.506  0.31
O  3.778  7.044  4.980  -0.63
H  4.076  7.963  4.905  0.31
H  3.528  6.955  5.912  0.33

4.
The following is a quantum chemistry calculation of a structure of composition C15H7F8NO2S2Zn, from the OMol25 dataset.

For the total energy, the calculation gives -113086.0773 eV. The gap between HOMO and LUMO comes out at 6.66 eV. The LUMO energy is 4.875 eV. For the highest occupied orbital energy, the calculation gives -1.781 eV. The multiplicity is 1. As for the net charge: -2.

Each line ends with the natural charge from an NBO analysis.
Element x y z (Å)
Zn  0.213  -0.407  -0.778  1.57
F  -1.724  5.711  -0.260  -0.36
C  -1.694  4.477  -0.856  0.99
F  -1.516  4.713  -2.171  -0.33
F  -2.927  3.964  -0.710  -0.32
C  -0.621  3.624  -0.251  -0.27
C  0.154  4.145  0.769  -0.11
C  1.125  3.370  1.390  -0.35
C  1.263  2.064  0.964  0.12
N  0.542  1.553  -0.026  -0.62
C  -0.406  2.284  -0.686  0.11
S  -1.197  1.462  -1.957  -0.37
H  -0.006  5.165  1.083  0.21
H  1.747  3.760  2.185  0.21
H  1.969  1.387  1.433  0.22
O  -2.809  -1.716  1.584  -0.71
C  -1.779  -1.822  0.911  0.79
O  -0.920  -0.882  0.753  -0.90
C  -1.477  -3.202  0.311  -0.21
C  -2.031  -4.266  1.035  -0.11
C  -1.859  -5.592  0.679  -0.30
C  -1.114  -5.879  -0.461  -0.22
C  -0.566  -4.847  -1.200  -0.25
C  -0.719  -3.486  -0.850  -0.10
S  0.021  -2.354  -1.994  -0.51
H  -2.624  -4.003  1.901  0.22
H  -2.296  -6.387  1.274  0.18
H  -0.956  -6.909  -0.771  0.18
H  0.015  -5.065  -2.088  0.21
F  2.304  -0.848  0.318  -0.46
C  3.405  -0.705  -0.627  0.15
F  2.737  -0.007  -1.668  -0.43
C  4.214  0.403  0.022  0.85
F  3.697  1.672  -0.018  -0.36
F  4.419  0.133  1.334  -0.35
F  5.431  0.511  -0.575  -0.35